A 8-piece molecular cluster, C24H64O8 overall. Source: the OMol25 dataset; level of theory: wB97M-V/def2-TZVPD.

Atoms and positions in Å:
1 O 1.683 3.599 -7.917
2 O 1.627 5.759 1.187
3 O -2.200 4.419 2.636
4 O 0.140 -4.136 3.062
5 O 4.210 5.224 4.267
6 O -0.114 -1.923 -0.447
7 O -6.469 -3.582 3.968
8 O -2.362 -4.315 -3.009
9 C -1.897 -4.760 -5.358
10 C -5.518 -3.068 1.826
11 C -6.474 -3.962 2.596
12 C 2.558 7.424 -0.064
13 C -1.952 -5.346 -3.924
14 C -0.663 -5.966 -3.404
15 C 4.331 2.961 3.820
16 C 1.935 6.069 -0.174
17 C -1.868 2.334 1.599
18 C 4.245 4.000 4.950
19 C 2.774 4.909 -0.741
20 C 2.518 2.609 -7.405
21 C 0.499 -6.225 3.908
22 C 1.016 -1.549 -1.187
23 C -3.845 2.805 2.913
24 C 0.627 -0.676 -2.358
25 C -7.906 -3.768 2.151
26 C 2.100 -0.951 -0.259
27 C 2.238 -5.221 2.395
28 C -2.362 3.059 2.833
29 C 1.819 1.314 -7.398
30 C 0.726 -5.377 2.667
31 C 2.931 3.078 -6.006
32 C 2.885 3.895 5.702
33 H 2.471 5.826 1.640
34 H -1.412 -3.784 -5.342
35 H 2.007 8.047 0.641
36 H -5.572 -3.514 4.302
37 H 2.775 4.774 6.336
38 H 0.863 -5.746 4.817
39 H -0.858 -6.348 -2.402
40 H 0.025 -1.242 -3.070
41 H 1.007 1.256 -6.673
42 H -4.044 1.737 3.000
43 H 2.019 3.892 5.040
44 H 0.252 -5.763 1.764
45 H 3.570 4.699 -0.027
46 H 2.284 -1.441 0.697
47 H -8.019 -2.695 1.997
48 H -4.478 -3.357 1.984
49 H 2.348 -4.772 1.407
50 H 3.267 4.115 -6.012
51 H 0.980 -7.199 3.819
52 H 0.966 6.192 -0.657
53 H -0.565 -6.422 4.043
54 H -4.288 3.348 3.749
55 H 1.812 0.085 -0.084
56 H -6.291 -5.034 2.515
57 H -1.884 1.276 1.861
58 H 5.133 3.082 3.092
59 H -1.419 -5.435 -6.067
60 H -2.479 2.380 0.697
61 H -4.358 3.032 1.979
62 H 2.160 4.025 -0.914
63 H 3.403 2.824 3.265
64 H 1.501 -0.277 -2.872
65 H 2.831 -4.665 3.121
66 H 2.430 0.452 -7.131
67 H -0.276 -6.822 -3.957
68 H 1.430 -2.480 -1.573
69 H -8.081 -4.154 1.147
70 H 3.196 5.318 -1.659
71 H 2.054 3.023 -5.361
72 H 2.062 4.447 -7.674
73 H 5.052 3.987 5.682
74 H 1.364 1.184 -8.380
75 H -1.821 2.752 3.728
76 H 2.718 -6.194 2.291
77 H 0.132 -5.228 -3.299
78 H -0.846 2.655 1.399
79 H -2.864 -4.432 -5.742
80 H 0.122 -3.611 2.259
81 H -2.769 -6.058 -4.041
82 H -5.598 -3.169 0.743
83 H 3.587 7.348 0.288
84 H 3.053 -0.958 -0.788
85 H -0.708 -2.380 -1.047
86 H 0.016 0.198 -2.132
87 H 4.196 5.936 4.911
88 H -5.647 -2.012 2.061
89 H -8.659 -4.236 2.785
90 H 3.419 2.567 -8.017
91 H -3.012 -3.751 -3.437
92 H 2.828 3.049 6.387
93 H 3.783 2.544 -5.586
94 H 4.320 1.952 4.233
95 H -1.274 4.586 2.445
96 H 2.551 7.961 -1.012

## Properties
SMILES = CC(C)O.CC(C)O.CC(C)O.CC(C)O.CC(C)O.CC(C)O.CC(C)O.CC(C)O
Multiplicity = 1
Relative energy (zero: lowest compared OMol25 entry of this formula, charge and spin) = 65.0 kcal/mol

Per-atom Mulliken charges, elementary charge units: atom 1 (O): -0.550, atom 2 (O): -0.474, atom 3 (O): -0.529, atom 4 (O): -0.542, atom 5 (O): -0.517, atom 6 (O): -0.502, atom 7 (O): -0.561, atom 8 (O): -0.500, atom 9 (C): -1.366, atom 10 (C): -1.298, atom 11 (C): 0.655, atom 12 (C): -1.337, atom 13 (C): 0.640, atom 14 (C): -1.160, atom 15 (C): -1.353, atom 16 (C): 0.323, atom 17 (C): -1.127, atom 18 (C): 0.564, atom 19 (C): -1.015, atom 20 (C): 0.730, atom 21 (C): -1.413, atom 22 (C): 0.918, atom 23 (C): -1.413, atom 24 (C): -1.307, atom 25 (C): -1.361, atom 26 (C): -1.362, atom 27 (C): -1.204, atom 28 (C): 0.626, atom 29 (C): -1.307, atom 30 (C): 0.665, atom 31 (C): -1.424, atom 32 (C): -1.244, atom 33 (H): 0.266, atom 34 (H): 0.304, atom 35 (H): 0.352, atom 36 (H): 0.311, atom 37 (H): 0.351, atom 38 (H): 0.334, atom 39 (H): 0.305, atom 40 (H): 0.299, atom 41 (H): 0.313, atom 42 (H): 0.377, atom 43 (H): 0.275, atom 44 (H): 0.201, atom 45 (H): 0.245, atom 46 (H): 0.333, atom 47 (H): 0.324, atom 48 (H): 0.370, atom 49 (H): 0.285, atom 50 (H): 0.418, atom 51 (H): 0.394, atom 52 (H): 0.323, atom 53 (H): 0.329, atom 54 (H): 0.324, atom 55 (H): 0.266, atom 56 (H): 0.186, atom 57 (H): 0.314, atom 58 (H): 0.329, atom 59 (H): 0.346, atom 60 (H): 0.289, atom 61 (H): 0.359, atom 62 (H): 0.256, atom 63 (H): 0.298, atom 64 (H): 0.341, atom 65 (H): 0.314, atom 66 (H): 0.363, atom 67 (H): 0.373, atom 68 (H): 0.053, atom 69 (H): 0.368, atom 70 (H): 0.338, atom 71 (H): 0.334, atom 72 (H): 0.313, atom 73 (H): 0.248, atom 74 (H): 0.319, atom 75 (H): 0.210, atom 76 (H): 0.356, atom 77 (H): 0.263, atom 78 (H): 0.280, atom 79 (H): 0.393, atom 80 (H): 0.276, atom 81 (H): 0.132, atom 82 (H): 0.322, atom 83 (H): 0.335, atom 84 (H): 0.386, atom 85 (H): 0.261, atom 86 (H): 0.307, atom 87 (H): 0.297, atom 88 (H): 0.348, atom 89 (H): 0.338, atom 90 (H): 0.157, atom 91 (H): 0.277, atom 92 (H): 0.360, atom 93 (H): 0.335, atom 94 (H): 0.400, atom 95 (H): 0.287, atom 96 (H): 0.384



A 6-piece molecular cluster, C24H65N5O9 overall. Source: the OMol25 dataset; level of theory: wB97M-V/def2-TZVPD.

Atoms and positions in Å:
1 O 43.529 24.615 3.839
2 O 49.788 20.059 1.357
3 O 48.732 25.363 3.358
4 O 48.500 26.510 -1.096
5 O 45.621 23.139 0.828
6 O 46.700 35.061 2.812
7 O 43.577 26.302 -2.278
8 O 45.327 27.937 1.699
9 O 55.207 28.637 3.494
10 N 48.399 23.358 0.651
11 N 46.774 31.328 2.097
12 N 43.279 24.682 1.128
13 N 51.842 27.266 2.886
14 N 46.224 24.820 1.689
15 C 53.033 27.339 3.560
16 C 49.112 21.227 1.681
17 C 48.961 18.980 0.937
18 C 42.774 25.302 -0.132
19 C 42.645 25.278 4.694
20 C 54.040 28.288 2.831
21 C 49.651 26.304 2.748
22 C 48.570 24.278 -0.512
23 C 45.722 30.285 2.030
24 C 47.738 36.020 2.572
25 C 49.093 24.074 3.086
26 C 44.417 27.280 -2.970
27 C 46.217 32.540 2.696
28 C 44.027 28.010 1.080
29 C 43.953 25.905 -1.053
30 C 48.148 25.677 -0.011
31 C 49.124 22.147 0.397
32 C 48.133 27.956 -0.843
33 C 51.009 26.322 3.523
34 C 42.151 24.076 1.863
35 C 47.365 33.697 2.886
36 C 42.861 23.571 3.062
37 C 56.038 29.459 2.823
38 C 46.144 29.005 1.376
39 H 51.465 25.457 3.578
40 H 47.892 33.603 2.136
41 H 42.079 23.117 3.607
42 H 48.085 33.392 3.862
43 H 50.031 23.901 3.721
44 H 48.233 21.036 2.152
45 H 43.834 27.495 -3.927
46 H 47.076 28.139 -0.865
47 H 42.242 24.349 5.222
48 H 43.469 26.880 1.254
49 H 48.579 19.121 -0.062
50 H 48.472 23.640 3.443
51 H 48.724 21.426 -0.322
52 H 47.212 28.750 1.800
53 H 43.350 28.658 1.465
54 H 49.284 23.917 2.076
55 H 45.008 22.424 0.361
56 H 49.916 22.452 -0.110
57 H 47.128 25.934 0.057
58 H 47.492 36.907 2.402
59 H 51.406 28.079 2.985
60 H 49.243 27.306 2.628
61 H 45.246 26.737 -3.232
62 H 48.350 28.240 0.036
63 H 48.576 25.789 0.879
64 H 54.355 27.893 1.868
65 H 48.518 35.797 1.804
66 H 46.191 25.467 2.536
67 H 45.020 30.625 1.376
68 H 45.659 32.451 3.598
69 H 49.571 21.742 2.518
70 H 43.122 25.960 5.190
71 H 51.030 26.726 4.571
72 H 55.476 30.456 2.664
73 H 46.986 24.846 1.296
74 H 48.592 28.430 -1.722
75 H 53.443 29.256 2.395
76 H 42.311 26.089 0.099
77 H 46.368 29.401 0.269
78 H 41.755 23.278 1.098
79 H 45.591 33.084 2.064
80 H 41.974 25.922 4.420
81 H 42.103 24.483 -0.617
82 H 45.633 25.218 1.163
83 H 43.550 22.795 2.731
84 H 47.334 22.879 0.668
85 H 49.568 24.539 -0.640
86 H 53.898 26.560 3.629
87 H 44.755 28.222 -2.534
88 H 44.525 26.545 -0.171
89 H 44.129 28.145 -0.041
90 H 47.008 31.686 1.247
91 H 44.703 25.019 -1.219
92 H 44.000 24.139 0.877
93 H 41.338 24.927 2.077
94 H 48.238 36.236 3.493
95 H 49.668 26.088 1.833
96 H 52.971 27.718 4.548
97 H 46.051 24.131 2.172
98 H 48.076 18.834 1.539
99 H 49.488 18.065 0.626
100 H 45.486 29.935 2.989
101 H 57.022 29.508 3.279
102 H 56.378 28.943 1.854
103 H 47.924 24.018 -1.271

## Properties
Multiplicity = 1
Relative energy (zero: lowest compared OMol25 entry of this formula, charge and spin) = 246.2 kcal/mol

Mulliken atomic charge list, values in e, 99 entries: atom 1 (O): -0.211, atom 2 (O): -0.446, atom 3 (O): -0.505, atom 4 (O): -0.511, atom 5 (O): -0.962, atom 6 (O): -0.330, atom 7 (O): -0.448, atom 8 (O): 0.081, atom 9 (O): -0.316, atom 10 (N): -0.128, atom 11 (N): -0.360, atom 12 (N): 0.613, atom 13 (N): -0.239, atom 14 (N): 1.026, atom 15 (C): -0.596, atom 16 (C): -0.587, atom 17 (C): -0.780, atom 18 (C): -1.872, atom 19 (C): -1.106, atom 20 (C): -0.480, atom 21 (C): -0.993, atom 22 (C): -1.431, atom 23 (C): -1.284, atom 24 (C): -0.957, atom 25 (C): -2.754, atom 26 (C): -0.866, atom 27 (C): -0.811, atom 28 (C): -0.920, atom 29 (C): 1.159, atom 30 (C): 1.656, atom 31 (C): -0.735, atom 32 (C): -0.611, atom 33 (C): -1.362, atom 34 (C): -0.434, atom 35 (C): -0.649, atom 36 (C): -1.053, atom 37 (C): -0.661, atom 38 (C): 0.155, atom 39 (H): 0.612, atom 40 (H): 0.484, atom 41 (H): 0.628, atom 42 (H): 0.232, atom 43 (H): 0.377, atom 44 (H): 0.562, atom 45 (H): 0.259, atom 46 (H): -0.043, atom 47 (H): 0.324, atom 48 (H): -0.082, atom 49 (H): 0.303, atom 50 (H): 1.527, atom 51 (H): 0.409, atom 52 (H): -0.236, atom 53 (H): 0.667, atom 54 (H): 1.105, atom 55 (H): -0.016, atom 56 (H): 0.635, atom 57 (H): -0.405, atom 58 (H): 0.481, atom 59 (H): 0.234, atom 60 (H): 0.361, atom 61 (H): 0.449, atom 62 (H): 0.496, atom 63 (H): -1.077, atom 64 (H): 0.339, atom 65 (H): 0.293, atom 66 (H): 0.080, atom 67 (H): 0.616, atom 68 (H): 0.462, atom 69 (H): 0.187, atom 70 (H): 0.411, atom 71 (H): 0.503, atom 72 (H): 0.263, atom 73 (H): 0.136, atom 74 (H): 0.340, atom 75 (H): 0.263, atom 76 (H): 0.708, atom 77 (H): 0.135, atom 78 (H): 0.365, atom 79 (H): 0.425, atom 80 (H): 0.419, atom 81 (H): 0.446, atom 82 (H): -0.224, atom 83 (H): 0.311, atom 84 (H): -0.025, atom 85 (H): 0.500, atom 86 (H): 0.225, atom 87 (H): 0.240, atom 88 (H): -1.001, atom 89 (H): 0.529, atom 90 (H): 0.278, atom 91 (H): 0.243, atom 92 (H): -0.210, atom 93 (H): 0.217, atom 94 (H): 0.356, atom 95 (H): 1.557, atom 96 (H): 0.376, atom 97 (H): 0.469, atom 98 (H): 0.328, atom 99 (H): 0.336